Below is C68H47N4S2SbTa as an isolated structure, with properties calculated with ωB97M-V/def2-TZVPD.

Cartesian coordinates (Å):
Ta: -0.909 -0.129 0.033
Sb: 1.994 0.107 -2.256
S: -1.315 -1.526 -1.889
S: -1.503 1.535 -1.599
N: 0.985 -0.168 1.059
N: -2.905 -0.249 0.767
N: -1.006 1.793 1.045
N: -0.908 -2.198 0.722
C: -1.724 -0.569 -3.302
C: 0.547 2.983 -5.970
C: -5.522 -5.201 -1.200
C: 0.665 3.485 -4.683
C: -0.196 -4.392 0.828
C: 2.256 -4.109 -3.487
C: 3.147 0.557 1.413
C: -5.095 -0.973 0.652
C: -3.432 2.141 1.145
C: 6.615 1.868 -2.187
C: 2.456 -1.707 -3.288
C: -1.739 3.947 1.413
C: 2.568 -3.610 1.233
C: -4.575 -4.209 -0.991
C: -5.038 -4.269 1.371
C: 1.038 2.642 -3.645
C: 0.782 1.637 -6.212
C: 0.196 -3.018 0.884
C: 3.498 -3.801 0.215
C: 4.960 0.283 -1.464
C: 3.708 -2.903 -4.973
C: 4.241 4.515 0.098
C: 4.574 -5.517 1.514
C: -3.776 0.817 0.937
C: -3.306 -2.676 0.501
C: 2.721 4.031 2.372
C: 1.801 0.948 1.182
C: -2.118 2.587 1.207
C: -5.130 0.362 0.859
C: 3.170 -0.800 1.433
C: -4.331 -3.739 0.296
C: -1.540 -4.419 0.660
C: 0.071 2.660 1.135
C: 3.738 4.974 2.403
C: -5.827 4.946 0.370
C: 4.378 1.961 -3.070
C: -4.813 4.009 0.240
C: -1.823 0.810 -3.168
C: 1.400 2.280 1.147
C: 2.461 3.326 1.199
C: -3.720 -1.361 0.617
C: 4.494 -4.756 0.356
C: 3.366 -1.715 -4.346
C: -5.251 3.229 2.474
C: -5.983 -5.263 1.158
C: -6.262 4.171 2.602
C: 6.257 0.771 -1.416
C: 1.843 -1.246 1.187
C: 1.312 1.297 -3.885
C: -1.987 -1.180 -4.519
C: 4.497 5.217 1.266
C: -1.977 -3.061 0.606
C: -6.225 -5.728 -0.127
C: 3.651 -5.324 2.533
C: 5.676 2.457 -3.020
C: 1.495 -2.589 1.090
C: -0.386 3.997 1.337
C: -2.361 -0.399 -5.605
C: -2.464 0.976 -5.472
C: -2.191 1.588 -4.255
C: 2.649 -4.375 2.393
C: -6.551 5.028 1.551
C: 3.151 -4.102 -4.545
C: 1.161 0.795 -5.174
C: 3.225 3.571 0.064
C: -4.522 3.145 1.293
C: 1.912 -2.916 -2.860
C: 4.001 0.877 -2.280
H: 5.292 5.951 1.292
H: 1.214 -2.937 -2.031
H: -2.259 2.663 -4.150
H: -5.022 2.560 3.295
H: 3.431 -3.214 -0.695
H: 4.413 -2.895 -5.796
H: -4.843 -3.903 2.372
H: -4.020 -3.792 -1.823
H: 5.953 3.299 -3.643
H: -1.906 -2.255 -4.613
H: -5.921 -1.656 0.545
H: 3.941 5.517 3.317
H: -2.428 4.754 1.598
H: 7.627 2.253 -2.150
H: -6.963 -6.502 -0.291
H: 4.700 -0.582 -0.858
H: 0.483 -5.223 0.926
H: -7.341 5.761 1.653
H: -2.749 1.583 -6.321
H: 3.712 -5.912 3.439
H: 0.261 4.852 1.443
H: 4.836 4.692 -0.788
H: -5.991 1.001 0.954
H: 3.042 3.008 -0.843
H: 4.008 -1.451 1.618
H: 3.816 -0.787 -4.680
H: 1.826 -5.041 -3.143
H: -6.054 5.612 -0.453
H: -2.192 -5.274 0.595
H: -4.245 3.937 -0.680
H: 1.340 -0.254 -5.376
H: 5.353 -6.259 1.623
H: 1.930 -4.221 3.189
H: 2.133 3.828 3.259
H: 5.207 -4.906 -0.445
H: -2.575 -0.871 -6.555
H: 0.671 1.238 -7.213
H: 3.665 2.423 -3.738
H: -6.823 4.235 3.526
H: 1.115 3.046 -2.640
H: 0.467 4.531 -4.486
H: 6.991 0.293 -0.779
H: -5.711 -5.563 -2.202
H: 3.965 1.242 1.561
H: 0.261 3.638 -6.784
H: 3.421 -5.029 -5.034
H: -6.529 -5.674 1.997

For the molar mass, the calculation gives 1286.99 g/mol. The value obtained for the relative energy (zero: lowest compared OMol25 entry of this formula, charge and spin) is 0.0000 eV. As for the net charge: +1.

Here are the Mulliken charges for atoms 1 to 2, given in e: 1.1515, 0.6012